# 1
DFT (ωB97M-V/def2-TZVPD) results for a cluster of 2 separate species, C5H16OP in total.

Geometry as ORCA input:
```
! RIJCOSX wB97M-V def2-TZVPD def2/J DEFGRID3
* xyz -1 1
C 0.660 1.150 -0.288
C -0.208 2.273 0.287
C -1.607 2.238 -0.349
P -2.513 0.558 -0.151
H 0.381 0.950 -1.316
H 1.727 1.336 -0.224
H 0.481 0.227 0.250
H 0.219 3.255 0.086
H -0.329 2.192 1.368
H -2.213 3.038 0.085
H -1.493 2.438 -1.415
H -2.218 0.194 -1.496
H -3.736 1.251 0.133
H -1.725 0.210 0.978
H -3.232 -0.710 -0.006
C 2.728 -2.662 0.381
C 1.212 -2.480 0.117
O 0.951 -1.745 -0.972
H 3.209 -1.690 0.521
H 2.914 -3.268 1.285
H 3.203 -3.163 -0.466
H 0.798 -2.067 1.087
H 0.791 -3.526 0.107
*
```

Summary:
- Highest occupied orbital energy: -2.35 eV
- Orbital gap: 6.08 eV
- E: -616.55502 hartree
- M: 123.2 g mol⁻¹

=====

# 2
DFT (ωB97M-V/def2-TZVPD) results for a cluster of 3 separate species, C5H17N2O in total.

Geometry as ORCA input:
```
! RIJCOSX wB97M-V def2-TZVPD def2/J DEFGRID3
* xyz 1 1
C 1.983 -0.004 -0.088
N 1.045 -0.447 -1.118
C 1.376 -1.762 -1.642
C 1.166 0.829 0.872
N 0.123 0.024 1.296
C -5.362 1.052 -2.131
C 1.934 1.563 1.971
H 2.825 0.531 -0.522
H 2.380 -0.888 0.435
H 0.114 -0.496 -0.659
H 2.395 -1.733 -2.037
H 1.302 -2.561 -0.900
H 0.759 -1.912 -2.521
H 0.715 1.625 0.212
H -0.727 0.552 1.554
H -5.977 0.194 -2.381
H -4.524 1.274 -2.793
H -5.975 1.935 -2.398
H -5.036 1.295 -1.122
H 2.753 0.929 2.312
H 2.338 2.532 1.698
H 1.362 1.690 2.882
H 0.789 -2.525 2.976
H 0.891 -1.475 1.847
O 1.354 -2.221 2.257
*
```

Summary:
- Highest occupied orbital energy: -14.45 eV
- Orbital gap: 5.45 eV
- Energy above the lowest of the compared OMol25 structures with the same formula, charge and spin: 155.5 kcal per mole
- E: -384.99295 hartree
- M: 121.2 g mol⁻¹

=====

# 3
DFT (ωB97M-V/def2-TZVPD) results for a cluster of 2 separate species, C5H17N2O in total.

Geometry as ORCA input:
```
! RIJCOSX wB97M-V def2-TZVPD def2/J DEFGRID3
* xyz 1 1
C 0.774 -0.956 0.393
N 1.453 -0.600 -0.889
C 1.605 -1.754 -1.790
C -0.008 0.238 1.002
N -0.460 1.028 -0.176
C -1.291 0.616 3.143
C -1.130 -0.308 1.859
H 0.019 -1.776 0.257
H 1.605 -1.234 1.117
H 2.480 -0.279 -0.544
H 1.662 -2.761 -1.482
H 2.571 -1.496 -2.420
H 0.803 -1.808 -2.543
H 0.694 0.990 1.472
H 0.078 0.854 -1.037
H -0.708 2.042 -0.115
H -1.365 0.483 -0.511
H -1.962 1.510 2.896
H -0.260 1.065 3.319
H -1.704 0.052 3.927
H -1.042 -1.321 2.181
H -2.067 -0.206 1.241
H -0.070 2.483 -3.294
H -1.143 1.647 -4.336
O -0.532 1.489 -3.669
*
```

Summary:
- Highest occupied orbital energy: -13.45 eV
- Orbital gap: 10.22 eV
- Energy above the lowest of the compared OMol25 structures with the same formula, charge and spin: 69.8 kcal per mole
- E: -385.12957 hartree
- M: 121.2 g mol⁻¹

=====

# 4
DFT (ωB97M-V/def2-TZVPD) results for a cluster of 2 separate species, C5H17N2O in total.

Geometry as ORCA input:
```
! RIJCOSX wB97M-V def2-TZVPD def2/J DEFGRID3
* xyz 1 1
N 1.901 -0.234 0.075
C 0.766 -1.184 0.401
C -0.479 -0.704 -0.450
N -0.637 0.751 0.048
C -2.055 0.814 0.432
C -2.542 0.080 1.698
C -0.420 1.855 -0.869
H 2.930 -0.615 0.145
H 1.830 0.244 -0.823
H 1.931 0.498 0.882
H 0.689 -2.254 0.555
H 0.294 -1.010 1.561
H -1.402 -1.297 -0.319
H -0.426 -0.726 -1.565
H -2.725 0.621 -0.441
H -2.300 1.906 0.749
H -3.399 0.517 2.167
H -3.112 -0.835 1.401
H -1.718 -0.209 2.494
H 0.569 2.299 -0.683
H -1.145 2.620 -0.699
H -0.450 1.527 -2.017
H 3.425 -1.670 -2.055
H 4.568 -1.772 -1.226
O 3.908 -1.221 -1.462
*
```

Summary:
- Highest occupied orbital energy: -12.63 eV
- Orbital gap: 9.39 eV
- Energy above the lowest of the compared OMol25 structures with the same formula, charge and spin: 94.3 kcal per mole
- E: -385.09054 hartree
- M: 121.2 g mol⁻¹

=====

# 5
DFT (ωB97M-V/def2-TZVPD) results for a cluster of 2 separate species, C5H17N2O in total.

Geometry as ORCA input:
```
! RIJCOSX wB97M-V def2-TZVPD def2/J DEFGRID3
* xyz 1 1
N 0.261 -2.149 -0.446
C -0.488 -0.870 -0.817
C -0.423 -0.731 -2.333
C -0.211 0.431 0.048
N 0.265 -0.039 1.399
C 1.595 0.397 1.861
C -0.690 0.397 2.425
H 0.767 -2.006 0.493
H -0.272 -3.074 -0.455
H 0.993 -2.245 -1.187
H -1.648 -1.087 -0.478
H -0.702 0.152 -2.741
H 0.622 -0.825 -2.792
H -0.880 -1.691 -2.773
H 0.544 1.016 -0.499
H -1.032 1.121 0.018
H 1.715 1.396 2.097
H 1.639 -0.179 2.713
H 2.312 0.043 1.205
H -1.008 1.464 2.208
H -0.148 0.508 3.304
H -1.456 -0.311 2.707
H -0.339 3.512 -1.724
H -1.102 2.296 -2.360
O -0.314 2.474 -1.871
*
```

Summary:
- Highest occupied orbital energy: -12.73 eV
- Orbital gap: 9.50 eV
- Energy above the lowest of the compared OMol25 structures with the same formula, charge and spin: 70.1 kcal per mole
- E: -385.12896 hartree
- M: 121.2 g mol⁻¹